[1]
C34H67BBrCl20N2O9P | wB97M-V/def2-TZVPD

```
135
Properties=species:S:1:pos:R:3:forces:R:3
Br 1.688 -0.497 1.304 -0.3 -0.1 -0.1
Cl 9.170 0.255 3.508 0.0 0.0 0.0
Cl -8.498 4.023 -1.210 0.0 0.0 0.0
Cl -8.535 8.473 0.033 -0.1 0.5 0.2
Cl 4.290 -9.200 -4.121 0.0 0.0 0.0
Cl 9.569 2.953 9.696 0.0 0.0 0.0
Cl 2.971 4.232 7.100 0.0 0.0 0.0
Cl 1.576 -7.154 -4.185 0.0 0.0 -0.2
Cl 8.561 -1.676 8.115 0.0 0.0 0.0
Cl -8.119 10.222 -2.846 0.0 0.0 0.0
Cl 5.272 -1.467 7.225 0.0 0.1 0.0
Cl 4.405 1.692 5.399 0.0 -0.1 -0.1
Cl -3.974 1.313 -1.279 -0.1 0.0 0.0
Cl -11.270 4.427 -5.198 0.0 0.0 0.1
Cl 6.248 3.379 9.053 0.0 0.0 -0.1
Cl -7.890 3.704 -6.148 0.0 0.0 0.0
Cl -6.485 0.960 -7.610 0.0 0.0 0.0
Cl 7.645 -2.299 1.859 0.0 -0.1 0.1
Cl -13.014 2.043 -6.892 0.0 0.0 0.0
Cl -4.432 2.487 -4.448 0.1 0.0 0.0
Cl -5.587 5.679 -1.876 0.0 0.3 0.0
P 3.791 -4.716 3.428 1.0 0.7 2.3
O 0.465 -4.784 2.113 -0.7 0.1 0.1
O 2.754 -5.909 3.392 0.2 -0.2 -0.9
O 4.266 -4.652 -0.032 -0.2 -0.3 0.4
O -0.089 2.188 -3.221 0.1 -0.2 -0.3
O 2.129 -2.753 3.455 0.5 0.4 0.4
O 4.878 -1.423 0.114 -0.8 -0.3 0.7
O 2.179 -5.695 0.039 0.0 0.4 -0.6
O -0.802 -5.855 0.550 0.4 1.0 1.4
O 5.117 -5.259 2.710 -0.8 -0.2 -0.8
N 4.148 -4.366 4.898 0.0 0.4 -0.3
N 4.113 -2.236 2.175 1.4 -1.1 -0.3
C -7.197 9.588 -0.357 0.2 0.0 0.1
C 8.333 1.675 9.535 0.0 -0.1 0.0
C 7.281 2.024 8.517 -0.1 -0.1 -0.1
C 4.149 4.366 5.774 0.1 0.2 0.0
C -7.657 10.744 -1.204 0.0 0.1 0.0
C -6.572 3.684 -7.351 0.1 0.1 -0.1
C -6.727 2.564 -8.348 0.0 0.0 -0.1
C 0.188 -0.945 -1.681 0.3 0.4 0.7
C -5.393 2.198 -1.908 -0.1 0.1 0.1
C 1.724 -0.953 -1.752 -0.4 -0.6 -0.7
C -0.637 -5.462 1.695 -0.5 -0.9 -1.6
C 2.595 -6.428 -1.140 -0.5 0.0 0.9
C 1.684 -8.805 -4.846 -0.1 -0.1 -0.1
C -11.551 4.351 -6.955 0.1 0.1 -0.1
C -0.540 2.860 -4.380 0.3 0.0 0.3
C 2.502 -2.095 0.459 1.9 0.0 -0.5
C -8.304 5.766 -1.566 0.0 -0.1 0.2
C -0.837 0.998 -2.981 0.4 0.9 0.5
C 6.401 -2.802 6.863 0.0 -0.2 -0.1
C 3.986 -1.837 0.817 -0.3 0.3 0.1
C 7.395 -3.023 7.970 -0.1 -0.1 0.0
C -5.689 1.865 -3.342 -0.2 -0.1 -0.1
C 8.886 0.131 1.752 0.0 0.0 0.0
C -7.204 6.022 -2.558 -0.1 0.1 -0.2
C 2.316 -2.179 -1.053 -0.4 0.6 -0.5
C 7.591 -0.567 1.433 -0.1 0.2 -0.1
C 0.796 -3.640 1.331 0.3 0.2 -0.1
C -0.431 0.456 -1.610 -0.9 -0.8 -0.6
C 3.965 3.289 4.739 0.0 0.0 -0.1
C 2.303 -3.413 1.201 -0.7 -0.7 0.8
C -1.664 -5.762 2.761 0.6 -0.2 -0.3
C 2.580 -9.687 -4.016 0.0 -0.1 0.0
C -12.902 3.776 -7.292 -0.1 0.0 -0.1
C 3.117 -3.214 2.553 -2.2 -0.1 -1.5
B 2.943 -4.643 0.383 0.3 0.1 -0.4
H 4.915 -5.838 1.960 0.2 -0.1 -0.1
H 1.751 -7.047 -1.400 -0.1 -0.1 -0.1
H -0.206 -1.502 -2.528 -0.1 0.0 -0.2
H -11.481 5.370 -7.331 -0.1 0.0 0.0
H -6.418 9.014 -0.854 0.0 0.0 0.0
H -6.803 9.954 0.589 -0.1 0.0 0.0
H 7.896 1.508 10.516 0.0 0.1 0.0
H 2.291 -9.671 -2.968 0.0 0.1 0.0
H 6.895 -2.574 5.922 0.0 0.1 0.0
H -5.772 0.793 -3.505 0.1 0.0 0.0
H 5.146 4.323 6.207 0.0 -0.1 0.1
H -9.250 6.113 -1.976 0.0 0.0 0.0
H 8.850 0.769 9.227 0.0 0.1 0.0
H -6.242 1.922 -1.286 0.0 0.0 0.0
H 6.754 -0.119 1.962 0.0 -0.1 0.1
H 6.626 1.168 8.358 0.0 0.0 0.0
H 5.033 -2.659 2.295 0.4 0.8 0.4
H -1.708 -5.005 3.533 0.0 0.0 0.1
H 2.800 -5.725 -1.936 0.2 -0.1 -0.2
H -2.608 -5.897 2.256 -0.3 0.1 0.0
H -1.353 0.366 -1.039 -0.1 0.1 0.2
H -1.895 1.261 -2.993 -0.1 -0.1 -0.1
H 5.794 -3.695 6.721 0.0 0.0 0.0
H 7.724 2.297 7.563 0.0 0.1 0.0
H 1.670 -3.016 -1.319 -0.1 -0.2 0.2
H 4.619 3.476 3.889 0.1 0.0 0.0
H -0.147 -1.495 -0.803 0.1 -0.1 0.2
H -7.712 2.574 -8.808 0.0 0.0 0.1
H -8.509 11.250 -0.760 -0.1 -0.1 0.0
H 0.317 3.360 -4.821 0.1 0.2 -0.1
H 2.164 -0.013 -1.442 0.1 0.1 0.3
H -0.643 0.273 -3.774 0.0 -0.1 -0.1
H -10.746 3.766 -7.395 0.0 -0.1 0.1
H -7.208 7.072 -2.848 0.0 0.0 0.1
H -13.697 4.294 -6.763 0.0 0.0 0.1
H 4.010 5.348 5.325 -0.1 0.0 -0.1
H -6.600 4.641 -7.868 -0.1 0.0 0.0
H -6.846 11.462 -1.313 0.0 0.0 0.0
H 3.270 -2.390 -1.529 0.3 -0.1 0.3
H -6.629 2.331 -3.635 0.0 0.1 0.0
H 2.264 -5.840 4.221 -0.2 -0.1 0.1
H 0.674 -9.211 -4.854 0.0 0.0 0.1
H -1.292 3.599 -4.108 -0.2 0.1 -0.1
H 1.973 -1.067 -2.807 0.2 0.1 -0.1
H -5.213 3.263 -1.793 0.1 -0.2 0.1
H 0.403 -3.722 0.321 -0.1 -0.4 -0.1
H 8.857 1.146 1.362 -0.1 0.0 0.0
H 6.901 -3.143 8.931 0.0 0.1 0.0
H 2.940 3.242 4.380 0.0 -0.1 0.1
H 0.313 -2.779 1.782 0.1 0.1 0.3
H 9.736 -0.384 1.311 0.0 0.0 0.1
H -5.631 3.611 -6.811 0.0 -0.1 0.1
H -7.325 5.418 -3.455 0.1 -0.1 0.0
H -1.396 -6.730 3.178 0.0 -0.1 0.3
H 0.193 1.159 -1.071 0.2 0.1 -0.1
H 3.447 -7.055 -0.904 0.3 0.0 -0.2
H -0.953 2.167 -5.112 -0.1 -0.1 -0.1
H 2.518 -10.713 -4.375 0.0 0.0 0.0
H 7.974 -3.922 7.764 0.0 0.0 -0.1
H -13.080 3.867 -8.362 0.0 0.0 0.0
H 7.389 -0.512 0.366 0.0 0.0 0.0
H -5.979 2.668 -9.132 0.0 0.0 0.0
H 4.858 -4.166 0.548 0.2 0.4 -0.3
H 2.034 -8.733 -5.872 0.1 0.0 0.0
H -8.116 6.292 -0.629 0.0 -0.5 -0.3
H 3.947 -3.395 5.101 0.1 0.0 0.4
H 2.540 -2.113 4.048 0.0 0.1 0.1
```
Positions in Å, forces in eV/Å.

Molecular weight (g mol⁻¹): 1478.7
Lowest unoccupied orbital energy (eV): 0.372
Max |F| (eV Å⁻¹): 2.66
Gap between HOMO and LUMO (Eh): 0.354
Total charge: 0
SMILES string: COCCCCC[C@]1(Br)C(=O)N[C@](O)(P(=N)(O)O)[C@]1(COC(C)=O)B(O)OC.ClCCCl.ClCCCl.ClCCCl.ClCCCl.ClCCCl.ClCCCl.ClCCCl.ClCCCl.ClCCCl.ClCCCl
HOMO (eV): -9.3

Here are the Mulliken charges for atoms 1 to 99, given in e: -0.025 -0.174 -0.207 -0.192 -0.183 -0.209 -0.182 -0.121 -0.201 -0.178 -0.215 -0.083 -0.165 -0.169 -0.199 -0.160 -0.172 -0.190 -0.184 -0.202 -0.241 0.798 -0.262 -0.410 -0.836 -0.378 -0.522 -0.553 -0.533 -0.535 -0.518 -0.803 0.284 -0.437 -0.185 -0.069 -0.355 -0.422 -0.375 -0.447 -0.310 0.047 -1.635 0.786 -1.053 -0.476 -0.317 -0.679 1.123 -0.338 0.278 -0.326 -1.252 -0.522 -0.393 -0.573 -0.037 -0.460 -0.290 -2.231 -0.727 -0.589 0.960 -1.337 -0.465 -0.419 0.353 1.283 0.395 0.403 0.508 0.298 0.275 0.370 0.362 0.301 0.243 0.378 0.246 0.389 0.007 0.330 0.248 -0.003 0.120 0.317 0.347 0.376 0.182 -0.239 0.332 0.309 0.228 0.297 0.034 0.288 0.315 0.256 0.536



[2]
C3H4N3 | wB97M-V/def2-TZVPD

```
10
Properties=species:S:1:pos:R:3:forces:R:3
N -0.206 0.200 -0.032 -0.8 -0.5 0.3
N 1.847 0.431 -0.401 -0.2 0.1 -0.2
N 0.631 1.013 -0.624 0.4 0.2 0.1
C -1.648 0.294 -0.006 -0.3 1.1 -0.5
C 1.880 -0.738 0.257 1.6 -1.5 0.8
C 0.575 -0.704 0.420 0.7 -0.7 0.4
H 2.669 -1.442 0.559 -0.2 0.9 -0.4
H -2.198 -0.505 0.573 1.1 1.2 0.0
H -1.693 1.387 0.306 -1.4 -1.5 -0.4
H -1.857 0.065 -1.053 -0.8 0.8 0.0
```
Positions in Å, forces in eV/Å.

Molecular weight (g mol⁻¹): 82.1
Lowest unoccupied orbital energy (eV): -8.558
Max |F| (eV Å⁻¹): 2.31
Gap between HOMO and LUMO (Eh): 0.308
Total charge: +1
HOMO (eV): -16.9

Charges per atom according to natural (NBO) partitioning, unit e: -0.172 -0.013 0.056 -0.443 -0.124 0.563 0.318 0.279 0.277 0.259



[3]
C26H32BClI2N10O2S | wB97M-V/def2-TZVPD

```
75
Properties=species:S:1:pos:R:3:forces:R:3
I -1.768 4.696 1.158 -1.4 0.0 0.4
I -3.458 7.181 -0.786 -0.9 -0.5 0.6
Cl -10.480 8.212 1.307 1.6 -0.7 -0.1
S -6.136 10.345 1.681 -0.9 -2.1 -0.2
O -8.520 2.920 -1.537 0.0 1.1 1.2
O -9.303 2.942 0.757 1.7 0.8 -0.8
N 0.997 -3.492 -0.342 0.1 0.1 0.1
N 4.508 -12.572 -2.423 0.1 0.0 -0.3
N -5.371 8.911 1.401 -1.7 -0.7 -0.1
N 5.621 -8.470 -3.160 0.2 -0.3 0.0
N 2.717 1.718 -1.614 -0.2 -0.4 0.1
N -7.762 9.910 1.643 2.5 -3.1 -0.8
N 9.037 -0.662 1.430 -0.2 0.1 0.0
N 3.368 -0.247 3.317 0.0 0.1 -0.1
N 3.337 -6.694 1.296 0.0 0.1 -0.1
N 1.260 4.384 0.382 0.0 0.0 -0.1
C -7.189 5.532 0.727 0.9 2.8 0.5
C 0.580 0.220 -1.688 -0.3 -0.2 0.0
C 3.016 0.768 2.909 0.0 0.1 0.0
C -3.883 5.092 1.460 -1.3 0.9 -0.2
C 1.940 4.615 -2.126 0.1 0.2 -0.5
C -6.037 6.437 0.891 -1.5 0.0 0.0
C -7.675 8.549 1.370 -0.5 -1.7 -0.5
C 1.431 -3.485 0.723 0.1 -0.1 0.1
C 4.013 -6.424 -1.211 0.1 0.0 -0.3
C 8.052 -0.147 1.719 -0.1 0.1 0.0
C 6.783 -10.372 -1.802 0.3 -0.2 0.3
C -8.583 6.150 0.896 0.9 2.5 0.5
C 6.798 0.509 2.086 -0.3 0.1 0.1
C 1.559 4.487 -0.722 0.1 0.0 -0.2
C 6.133 -9.307 -2.561 0.1 -0.1 0.0
C -6.307 7.904 1.208 -0.7 2.0 0.4
C 1.984 -3.477 2.075 0.1 0.0 0.4
C 4.803 -12.450 -3.527 -0.1 0.0 0.0
C 1.775 1.060 -1.647 0.0 -0.1 0.0
C -8.803 7.574 1.178 0.9 -1.6 -0.2
C -4.551 6.044 0.731 0.1 -0.6 0.4
C 2.563 2.056 2.391 -0.1 0.3 -0.1
C 5.177 -12.295 -4.932 0.1 0.0 -0.4
C -4.610 4.255 2.568 1.3 -0.5 -0.3
C -6.974 4.021 0.389 -0.1 0.2 -0.2
C 3.635 -6.575 0.193 0.0 0.1 -0.1
B -8.282 3.262 -0.185 -1.5 -0.1 0.5
H 0.694 -0.603 -2.395 0.2 0.1 0.1
H 6.967 1.341 2.772 0.2 -0.1 0.0
H 4.744 -5.625 -1.345 0.0 0.0 0.2
H 3.150 -6.182 -1.834 -0.1 0.0 0.2
H -3.853 3.991 3.362 -0.9 0.3 -0.8
H 3.248 2.448 1.637 0.0 -0.2 0.0
H -0.299 0.791 -1.990 0.2 0.1 0.0
H 2.392 3.699 -2.502 0.0 0.0 0.3
H 7.033 -11.222 -2.437 -0.1 0.1 -0.1
H -9.524 5.541 0.811 1.3 0.6 0.0
H 1.580 1.975 1.925 0.1 -0.1 0.0
H 6.112 -0.183 2.577 0.2 -0.1 -0.1
H 7.710 -10.027 -1.340 -0.1 0.2 -0.1
H 1.785 -2.531 2.584 0.0 0.0 -0.2
H -6.153 3.883 -0.384 -0.6 0.4 1.2
H -9.042 3.335 1.615 -0.3 -0.6 -0.5
H 6.141 -10.745 -1.002 -0.1 0.1 -0.2
H 4.455 -7.338 -1.609 -0.1 0.1 0.2
H 5.909 -11.496 -5.064 -0.1 0.0 0.2
H -6.698 3.494 1.356 -0.2 0.6 -1.2
H -4.907 3.271 2.084 0.2 1.1 0.8
H 2.487 2.805 3.181 0.0 -0.2 0.1
H 1.076 4.834 -2.757 -0.1 0.0 0.3
H 0.366 -0.218 -0.711 0.2 0.1 0.0
H 2.662 5.420 -2.274 -0.1 0.0 0.2
H -5.476 4.774 3.056 0.7 -0.4 -0.8
H -8.783 3.724 -2.029 0.3 -0.7 0.1
H 6.284 0.909 1.211 0.2 -0.1 -0.1
H 4.312 -12.051 -5.550 0.0 0.0 0.2
H 3.065 -3.619 2.067 -0.1 0.0 -0.2
H 5.616 -13.211 -5.331 -0.1 0.0 0.2
H 1.558 -4.272 2.689 0.0 -0.1 -0.3
```
Positions in Å, forces in eV/Å.

Molecular weight (g mol⁻¹): 848.8
Lowest unoccupied orbital energy (eV): -1.497
Max |F| (eV Å⁻¹): 4.11
Gap between HOMO and LUMO (Eh): 0.266
Total charge: 0
HOMO (eV): -8.7

Charges per atom according to Mulliken partitioning, unit e: 0.161 0.054 -0.199 0.187 -0.523 -0.547 -0.436 -0.379 -0.482 -0.504 -0.522 -0.633 -0.347 -0.451 -0.427 -0.479 0.997 -0.810 0.348 0.381 -0.800 0.328 0.449 0.367 -0.529 0.207 -0.891 -0.887 -0.565 0.471 0.483 0.493 -0.765 0.321 0.474 0.121 -1.077 -0.679 -0.777 -1.297 -0.427 0.374 0.440 0.318 0.271 0.279 0.276 0.438 0.252 0.286 0.302 0.272 0.408 0.205 0.197 0.319 0.273 0.265 0.335 0.309 0.031 0.261 0.023 0.279 0.344 0.257 0.234 0.303 0.358 0.329 0.223 0.289 0.250 0.300 0.297



[4]
C3H6N4 | wB97M-V/def2-TZVPD

```
13
Properties=species:S:1:pos:R:3:forces:R:3
N 0.104 0.264 0.147 -2.3 -1.4 -0.8
N 1.420 0.561 0.216 3.3 0.6 4.8
N 2.197 -0.622 -0.139 -1.8 1.7 1.9
N -0.283 -1.007 -0.183 -1.2 1.6 0.3
C -0.934 1.116 0.274 -0.5 1.3 0.2
C -2.100 0.354 0.078 2.4 -0.9 -0.9
C -1.628 -0.917 -0.290 1.7 -1.0 0.6
H 1.598 0.763 1.619 -0.4 -0.7 -4.5
H -0.787 2.243 0.453 -0.2 -2.2 -0.2
H -2.075 -1.868 -0.603 -0.4 0.8 0.3
H -3.093 0.574 -0.094 -1.7 1.2 0.2
H 1.423 -1.326 -0.192 1.8 -0.2 -1.2
H 2.927 -0.300 -0.758 -0.6 -0.8 -0.6
```
Positions in Å, forces in eV/Å.

Molecular weight (g mol⁻¹): 98.1
Lowest unoccupied orbital energy (eV): 0.579
Max |F| (eV Å⁻¹): 5.86
Gap between HOMO and LUMO (Eh): 0.327
Total charge: 0
HOMO (eV): -8.3

Charges per atom according to natural (NBO) partitioning, unit e: -0.047 -0.219 -0.720 -0.334 -0.035 -0.346 -0.039 0.248 0.240 0.219 0.230 0.416 0.387



[5]
C8H7N2O | wB97M-V/def2-TZVPD

```
18
Properties=species:S:1:pos:R:3:forces:R:3
O 0.311 2.242 -1.956 2.6 0.4 -0.9
N -1.534 1.364 -1.236 -1.4 -0.4 -0.3
N 1.140 -1.522 1.279 -1.2 1.5 0.3
C -0.965 2.177 -2.074 -2.7 1.2 0.3
C -2.308 -0.532 0.487 -1.8 -0.7 1.9
C 3.073 0.287 -1.029 -0.5 -0.2 0.4
C 1.857 0.699 -0.989 1.0 1.2 0.0
C -0.859 -0.367 0.271 0.8 0.6 -0.3
C 0.227 -1.034 0.722 -0.7 -0.3 0.9
C 0.675 1.229 -1.057 -0.6 -0.5 -0.1
C -0.561 0.678 -0.571 0.2 1.3 -1.4
H -2.514 -1.052 1.549 0.1 1.4 -2.6
H -1.571 2.889 -2.775 1.6 -1.5 1.3
H 3.875 0.498 -0.362 0.3 0.6 0.6
H -2.736 -1.127 -0.343 0.0 0.1 0.7
H 3.257 -0.474 -1.724 0.5 -1.1 -1.2
H -2.723 0.532 0.336 0.2 -2.0 0.9
H 1.784 -2.206 1.052 1.5 -1.7 -0.4
```
Positions in Å, forces in eV/Å.

Molecular weight (g mol⁻¹): 147.2
Lowest unoccupied orbital energy (alpha / beta) (eV): -5.513 / -5.513
Max |F| (eV Å⁻¹): 2.96
Gap between HOMO and LUMO (alpha / beta) (Eh): 0.283 / 0.283
Total charge: +1
SMILES string: C=C=c1ocn/c1=C(\C)C#[NH+]
HOMO (alpha / beta) (eV): -13.2 / -13.2

Charges per atom according to natural (NBO) partitioning, unit e: -0.374 -0.516 -0.496 0.490 -0.622 -0.358 0.160 -0.290 0.619 0.085 0.311 0.251 0.259 0.268 0.248 0.253 0.275 0.436



[6]
C27H35N3O2 | wB97M-V/def2-TZVPD

```
67
Properties=species:S:1:pos:R:3:forces:R:3
O -0.996 2.437 -2.497 2.2 -0.9 3.0
O -3.755 2.467 -0.360 -1.6 2.0 -1.4
N -6.166 -4.187 -0.319 2.5 4.8 -1.8
N -2.735 0.443 2.262 -11.2 -3.4 -4.5
N -9.052 0.934 2.540 11.3 -1.7 -5.3
C 4.554 0.241 0.158 -0.6 1.0 -0.1
C 6.374 -3.434 -0.428 -1.2 1.0 0.7
C 1.527 2.906 -1.770 0.3 -4.3 1.5
C -4.926 -2.552 -2.075 -0.7 0.4 1.8
C -5.479 -1.525 0.407 0.7 -2.5 -3.5
C -4.825 -1.210 -1.102 -2.5 -5.4 1.8
C 5.748 1.363 -0.150 -1.0 0.3 0.1
C 3.149 0.790 -0.567 -3.8 1.8 -2.1
C -5.876 2.358 1.187 -0.9 0.6 -0.8
C 7.048 -1.588 1.325 0.2 -1.3 0.8
C -5.184 2.800 -0.248 -1.1 0.3 0.3
C -6.476 0.838 1.060 -0.8 0.3 1.3
C -5.484 -0.351 1.597 0.5 -1.6 -1.7
C -6.066 -3.029 0.613 0.8 1.2 -1.2
C 0.266 1.870 -1.921 3.1 -0.5 0.6
C -3.187 3.375 -1.393 1.1 1.1 0.4
C -7.875 0.766 1.973 -8.2 1.9 3.1
C 5.741 -2.236 0.555 0.6 -1.4 -0.5
C 4.260 0.290 1.768 -0.7 1.1 0.3
C 0.394 0.307 -1.444 3.5 2.5 0.8
C 4.955 -1.216 -0.452 0.7 -0.3 -0.4
C -3.919 0.089 1.807 7.5 2.6 4.5
C -1.559 3.193 -1.329 -0.1 -0.7 0.6
C 4.726 -3.066 1.593 -0.6 1.4 0.0
C 2.953 2.356 -1.092 -3.1 -2.0 -0.4
C -5.601 -3.978 -1.683 0.6 3.9 2.7
C 1.810 -0.185 -0.783 0.3 3.0 -0.8
H 1.962 -1.309 -0.411 -0.7 2.7 -1.0
H 3.675 1.312 1.968 1.2 -2.2 -0.4
H 5.029 -4.192 1.720 -0.4 2.3 -0.1
H 7.670 -0.835 0.679 -1.4 -1.3 1.2
H -6.492 -3.237 1.712 1.0 0.3 -2.8
H 5.449 -3.813 -1.067 2.2 0.6 1.1
H 1.405 4.036 -2.102 0.3 -2.7 0.7
H -4.355 -0.185 -1.412 -0.9 -2.2 0.6
H -0.947 4.188 -1.278 -1.5 -1.7 0.1
H 6.782 -1.172 2.411 0.6 -0.6 -2.6
H -3.411 4.500 -1.067 0.4 -2.3 -0.6
H 5.695 -1.011 -1.367 -1.6 -0.4 1.9
H 7.217 -2.936 -1.072 -1.6 -1.3 1.1
H -5.953 -0.862 2.541 1.4 1.2 -1.6
H 6.747 -4.292 0.285 -0.5 1.7 -1.7
H 6.760 1.123 0.386 -2.0 0.2 -1.2
H 4.676 -2.472 2.625 0.2 -1.6 -2.1
H 3.795 3.170 -0.985 -1.8 -2.0 -0.2
H 5.849 1.448 -1.324 0.1 -0.1 2.5
H -1.313 2.510 -0.384 -0.8 1.8 -1.8
H 4.056 -1.828 -0.923 1.7 1.5 1.1
H 3.546 -0.565 2.132 1.5 1.6 -0.7
H -5.773 2.273 -1.123 1.0 1.0 1.6
H -3.664 3.228 -2.453 1.0 0.0 1.9
H 7.779 -2.508 1.536 -1.5 2.0 -0.4
H -5.404 3.967 -0.364 0.9 -2.4 0.2
H 3.609 -3.030 1.174 2.4 -0.2 0.8
H -6.820 3.077 1.316 2.1 -1.6 -0.4
H -4.459 -2.461 -3.166 -1.1 -0.2 2.6
H 5.390 2.413 0.292 0.8 -2.3 -1.0
H -5.622 -4.846 -2.489 0.0 2.0 2.1
H -6.774 0.595 -0.052 0.4 0.6 2.4
H 5.239 0.367 2.427 -2.0 -0.5 -1.5
H -5.202 2.549 2.125 -1.1 -0.7 -2.0
H -0.486 -0.469 -1.520 1.9 1.9 0.1
```
Positions in Å, forces in eV/Å.

Molecular weight (g mol⁻¹): 433.6
Lowest unoccupied orbital energy (eV): -0.706
Max |F| (eV Å⁻¹): 12.57
Gap between HOMO and LUMO (Eh): 0.278
Total charge: 0
SMILES string: CC(C)(C)CC(C)(C)c1ccc(OCCOCC[C@H](C#N)[C@H](C#N)c2cccnc2)cc1
HOMO (eV): -8.3

Charges per atom according to natural (NBO) partitioning, unit e: -0.562 -0.558 -0.418 -0.292 -0.316 -0.067 -0.633 -0.276 -0.257 -0.062 -0.203 -0.635 -0.007 -0.442 -0.657 -0.078 -0.266 -0.334 0.012 0.272 -0.102 0.244 -0.003 -0.645 -0.267 -0.436 0.261 -0.105 -0.650 -0.228 0.010 -0.222 0.229 0.230 0.223 0.222 0.221 0.213 0.241 0.262 0.194 0.219 0.182 0.220 0.216 0.291 0.214 0.228 0.220 0.231 0.226 0.231 0.228 0.228 0.174 0.202 0.216 0.194 0.212 0.247 0.234 0.215 0.242 0.279 0.222 0.260 0.251